Record 1
Here is C15H35AsBHgN4Si3 as an isolated structure from the Open Molecules 2025 dataset. Energies are from ωB97M-V/def2-TZVPD.

Geometry (Å):
H  1.54881  3.81427  -0.43886
H  -3.52889  1.32506  -0.54004
H  1.68935  -2.20226  -0.41032
H  1.05993  4.32228  1.17866
H  0.00278  -2.41236  3.47599
C  1.55760  -2.28288  0.66786
H  2.56305  -3.71141  -3.19712
H  -2.80504  2.59165  3.37638
H  -4.28306  1.62528  1.02847
H  2.43855  -1.86605  1.15826
H  -2.56562  -3.70683  -3.20948
B  -0.00097  -2.87483  -3.03627
H  -2.20704  0.93923  3.46384
Si  0.00153  -1.44915  1.26544
C  2.78787  -0.52351  -2.63533
H  0.00163  -3.26093  -4.18336
H  -3.15706  0.48557  -2.51715
H  1.50196  -3.34377  0.92724
C  -2.51063  -2.64996  -3.00909
H  -2.77985  4.17204  0.77824
N  1.31369  -2.07097  -2.81995
Si  1.87382  1.95512  1.20883
H  4.28118  1.63180  1.01518
H  -1.49184  -3.34886  0.92525
H  -1.56446  3.80477  -0.44925
C  -2.78747  -0.51843  -2.64921
C  -1.79399  3.72749  0.61447
C  1.98759  1.92564  3.08021
H  0.88159  -0.88726  3.55284
H  1.08755  2.27586  3.58178
H  2.77104  4.17693  0.78322
H  2.81065  2.58390  3.37388
C  -1.98061  1.93514  3.08266
H  3.47266  0.09261  0.68004
C  3.49764  -1.69605  -2.88859
H  -3.47285  0.08538  0.70139
H  3.15862  0.47973  -2.50097
N  1.47549  -0.76062  -2.58438
C  -3.42670  1.16055  0.53177
N  -1.47578  -0.75792  -2.59185
H  -1.07968  2.29253  3.57756
H  2.22038  0.92845  3.45422
H  -1.06651  4.32326  1.16199
Hg  -0.00005  1.22931  -2.27650
H  -0.00379  -3.81042  -2.26481
H  3.52142  1.34172  -0.55251
C  -3.49803  -1.68976  -2.90570
H  -4.56055  -1.82412  -3.00270
H  -1.68221  -2.20756  -0.41199
As  -0.00103  0.75703  0.37266
H  4.56034  -1.83190  -2.98044
N  -1.31521  -2.06854  -2.82658
C  0.00008  -1.37095  3.13548
C  2.50899  -2.65454  -2.99687
C  -1.55107  -2.28807  0.66624
H  -0.88526  -0.89262  3.55103
H  -2.43387  -1.87460  1.15612
C  3.42383  1.16891  0.51851
C  1.78512  3.73123  0.62294
Si  -1.87559  1.95444  1.21066

The value obtained for the gap between HOMO and LUMO (alpha / beta) is 7.711 / 6.653 eV. The molecular weight comes out at 642.06 Da. The spin multiplicity is 2.

---

Record 2
Here is C8H7BiN2O5 as an isolated structure in a non-equilibrium geometry from the Open Molecules 2025 dataset. Energies are from ωB97M-V/def2-TZVPD.

Geometry (Å):
C  -0.48565  2.98608  -0.97008
H  1.40762  -2.61189  3.59331
N  0.14074  -0.12264  0.23696
O  1.99581  0.72547  -3.44870
O  -0.30339  4.10613  -0.79863
C  -1.56838  -1.21622  -2.48365
C  -2.09789  1.79797  -3.49313
O  -1.91389  -2.15268  -3.04927
H  -0.30364  -2.21226  3.07475
O  -3.18008  2.13648  -3.36282
H  2.79699  -1.04642  3.57758
C  -2.91716  0.88158  -0.36445
Bi  -0.84698  0.74356  -1.46870
C  1.08213  0.70646  -2.74239
N  1.28486  -1.11776  2.19115
C  0.69385  -0.60311  1.18087
H  -1.24707  1.73093  -4.23170
O  -3.95587  0.98574  0.08974
H  3.24663  -0.34821  1.94429
C  2.48097  -0.42771  2.74306
H  2.19134  0.59924  3.04639
H  0.75166  -3.15971  1.97270
C  0.74739  -2.38102  2.76271

The value obtained for the gap between HOMO and LUMO is 5.837 eV. The molecular weight comes out at 420.13 Da. The total charge is +2.

---

Record 3
Here is C5H8O2 in the gas phase in a non-equilibrium geometry from the Open Molecules 2025 dataset. Energies are from ωB97M-V/def2-TZVPD.

Geometry (Å):
H  -1.57497  -0.74521  -2.04011
H  -0.40151  -2.12274  0.36985
H  -0.87492  0.75959  -2.81934
H  2.58894  -0.01471  1.16374
O  1.98315  -0.32315  0.47746
H  -0.33816  -1.55655  2.02218
C  -0.88906  0.08716  -1.97466
H  1.48230  2.34033  0.03267
O  1.29030  1.82161  0.82437
C  0.91540  0.55060  0.42700
C  -0.38936  0.00752  0.57497
H  -1.86582  -1.44470  1.04326
C  -0.37738  0.49892  -0.77708
C  -0.77910  -1.34812  1.04849
H  -0.76982  1.48942  -0.37281

The value obtained for the gap between HOMO and LUMO (alpha / beta) is 7.364 / 7.789 eV. The molecular weight comes out at 100.12 Da.

---

Record 4
Here is a 2-piece molecular cluster, C4H16N3 overall in a non-equilibrium geometry from the Open Molecules 2025 dataset. Energies are from ωB97M-V/def2-TZVPD.

Geometry (Å):
H  1.57317  1.95595  2.70286
C  -0.49737  2.46675  0.01263
H  -1.43791  2.04536  0.39162
C  0.01400  -1.93893  -0.14533
H  -1.79501  -0.98417  0.28471
H  -0.77206  3.38218  -0.50724
H  1.03814  -1.75699  0.18096
N  0.55092  -2.78600  -2.35395
H  -0.48507  0.05199  0.39720
C  0.89535  1.66926  1.90319
H  0.50819  -2.55587  -3.34384
N  -0.81966  -0.89713  0.58910
H  -0.79550  -1.00944  1.60523
H  -1.21102  -1.76074  -1.92367
C  -0.15239  -1.71738  -1.64331
H  -0.00830  1.23391  2.33686
N  0.50544  2.76950  1.02560
H  1.39175  0.86100  1.34976
H  0.16823  -0.68314  -1.85329
H  0.10175  3.50138  1.63063
H  -0.04052  1.77957  -0.70468
H  1.53904  -2.69084  -2.12394
H  -0.27117  -2.93621  0.18890

The value obtained for the gap between HOMO and LUMO (alpha / beta) is 9.301 / 3.972 eV. The molecular weight comes out at 106.19 Da. The spin multiplicity is 2. The total charge is +2.

---

Record 5
Here is C13H23BN6OSiSn as an isolated structure in a non-equilibrium geometry from the Open Molecules 2025 dataset. Energies are from ωB97M-V/def2-TZVPD.

Geometry (Å):
C  -1.00784  -3.78768  1.82516
H  1.58251  -3.54323  3.63722
H  2.14115  -1.86916  3.46784
H  2.63670  -0.20007  0.47557
N  0.53445  1.79310  -2.63744
H  2.00820  1.09770  1.78243
H  3.66933  1.06955  1.19144
N  1.42106  1.16830  -1.79138
H  -2.53566  3.94454  -1.30168
H  -2.83794  0.01012  -3.80462
H  0.69085  2.87016  -4.42619
C  1.21989  2.33833  -3.65210
Sn  0.71649  0.15784  -0.01625
B  -1.00519  1.74880  -2.36784
C  -1.00536  2.53211  1.26410
H  -0.66546  2.29727  2.26489
C  -2.15720  -1.81800  -2.66189
O  -0.16709  -1.10884  1.25422
C  -1.07994  -1.54110  3.90832
C  1.62324  -2.68622  2.94672
N  -1.24452  2.33758  -0.93121
H  3.03095  -0.29054  2.24166
H  -0.49609  -4.22872  0.95754
C  -1.19042  -1.87453  -1.65452
C  2.67489  1.33384  -2.28421
H  -2.31621  4.31030  1.42273
C  -2.24143  -0.48677  -3.05518
H  -1.04336  -4.54850  2.62041
H  -0.61496  -0.61904  4.28609
C  -1.85967  3.54655  0.82456
H  3.55956  0.92768  -1.80068
H  2.23802  -2.98984  2.08690
C  -1.99225  3.38773  -0.55302
H  -2.72040  -2.63615  -3.06262
H  -2.04208  -3.55559  1.53162
N  -0.63892  1.80306  0.18405
N  -1.36265  0.22124  -2.32694
H  -0.85210  -2.72923  -1.08708
N  -0.71563  -0.62348  -1.46468
H  -2.11316  -1.30245  3.61481
C  2.81266  0.42369  1.43563
Si  -0.13632  -2.23119  2.43354
H  -1.11824  -2.26893  4.73271
H  -1.62182  2.33364  -3.20931
H  3.37920  2.37835  -4.10646
C  2.57231  2.07294  -3.46425

The value obtained for the gap between HOMO and LUMO is 6.472 eV. The molecular weight comes out at 436.98 Da. The total charge is +2.

---

Record 6
Here is a 2-piece molecular cluster, C7H8NOS2 overall in a non-equilibrium geometry from the Open Molecules 2025 dataset. Energies are from ωB97M-V/def2-TZVPD.

Geometry (Å):
H  1.87419  0.91158  -0.31001
C  0.60832  0.02451  1.19852
S  1.41931  -0.95532  -2.77773
H  2.54489  -0.64121  0.23864
C  -0.12042  -0.63827  -2.26873
C  -2.17189  0.20639  -1.87207
O  -3.12470  0.89925  -2.19572
H  0.51029  1.86549  2.31033
H  -1.02100  -1.29007  1.91350
H  2.41228  0.83150  1.33494
C  -2.35597  -1.04199  -0.92545
H  -0.02908  1.91768  0.51559
N  -0.88294  0.34596  -2.41776
H  0.57530  -2.10890  1.21156
H  -1.06948  1.22063  1.78751
C  -0.05208  1.38903  1.47366
S  -1.07889  -2.02261  -1.22772
C  0.03281  -1.17843  1.41050
C  1.92906  0.26477  0.60043

The value obtained for the gap between HOMO and LUMO is 7.017 eV. The molecular weight comes out at 186.28 Da. The total charge is -1.

---

Computed energy (eV) in order:
-111409.1263 -27441.4779 -9404.1895 -8858.0592 -39214.4524 -32595.3658
Computed energy above the lowest of the compared OMol25 structures with the same formula, charge and spin (kJ/mol) in order:
0.0 300.5 544.4 106.1 0.0 142.4